Record 1
{"formula": "C28H76N6O10V2", "method": "ωB97M-V/def2-TZVPD", "species": ["O", "V", "O", "V", "C", "C", "O", "H", "H", "H", "H", "H", "C", "C", "O", "H", "H", "H", "H", "H", "C", "C", "C", "O", "C", "N", "H", "H", "H", "H", "H", "H", "H", "H", "H", "H", "H", "C", "C", "C", "O", "C", "N", "H", "H", "H", "H", "H", "H", "H", "H", "H", "H", "H", "C", "C", "C", "O", "C", "N", "H", "H", "H", "H", "H", "H", "H", "H", "H", "H", "H", "C", "C", "C", "O", "C", "N", "H", "H", "H", "H", "H", "H", "H", "H", "H", "H", "H", "C", "C", "C", "O", "C", "N", "H", "H", "H", "H", "H", "H", "H", "H", "H", "H", "H", "C", "C", "C", "O", "C", "N", "H", "H", "H", "H", "H", "H", "H", "H", "H", "H", "H"], "coordinates": [[-1.2065, -1.4986, 4.7991], [-1.0701, -0.8229, 3.3383], [-0.8094, 2.9269, 0.4584], [-1.0994, 2.5006, 1.9855], [0.2856, 0.2485, -0.8680], [-0.5611, -0.6221, 0.1660], [-0.9376, 0.1131, 1.3196], [0.7353, -0.3241, -1.6792], [1.0104, 0.9774, -0.5056], [-0.4858, 0.7964, -1.4091], [0.0943, -1.4765, 0.3354], [-1.4095, -1.1220, -0.3013], [-0.9966, 1.4740, 6.5861], [-1.4352, 2.0737, 5.1495], [-1.1359, 1.3371, 3.9574], [-1.2828, 2.2027, 7.3446], [0.0923, 1.4410, 6.6221], [-1.4431, 0.5086, 6.8240], [-0.8593, 2.9978, 5.1012], [-2.4543, 2.4574, 5.1004], [1.5891, 7.1268, -2.0420], [1.7494, 5.8241, -1.2847], [1.1144, 4.5310, -1.8902], [-0.3607, 4.6065, -1.7711], [-1.1319, 3.7447, -2.5475], [3.1026, 5.7564, -0.7514], [2.2003, 7.1350, -2.9445], [1.9524, 7.9357, -1.4082], [0.5478, 7.3926, -2.2243], [1.2738, 6.0198, -0.3237], [1.4377, 3.7286, -1.2270], [1.2081, 4.4247, -2.9709], [-2.1130, 3.5375, -2.1202], [-0.6907, 2.7516, -2.4634], [-1.0895, 3.9291, -3.6209], [3.1232, 4.8226, -0.3672], [3.8704, 5.8607, -1.3992], [-2.3852, -2.8169, -5.6613], [-2.5649, -2.5130, -4.1614], [-3.8435, -1.5532, -4.0680], [-3.6675, -0.3194, -4.7850], [-2.6437, 0.4632, -4.2363], [-2.8477, -3.7467, -3.4507], [-3.2595, -3.1979, -6.1891], [-1.6912, -3.5852, -6.0022], [-1.8969, -1.9983, -6.1901], [-1.7035, -2.0073, -3.7251], [-4.0092, -1.2903, -3.0233], [-4.7787, -2.0295, -4.3622], [-1.6133, 0.1080, -4.2472], [-2.8109, 0.5354, -3.1616], [-2.7529, 1.4883, -4.5903], [-2.8483, -3.5024, -2.4707], [-2.1962, -4.5071, -3.5826], [-5.3937, -0.7636, 4.3198], [-4.4539, -1.6148, 3.5175], [-5.1923, -1.9974, 2.1825], [-4.4868, -2.8638, 1.2874], [-4.4114, -2.3655, -0.0574], [-3.3149, -0.7060, 3.2427], [-6.1400, -1.4185, 4.7697], [-5.9657, 0.0308, 3.8402], [-4.9268, -0.2462, 5.1579], [-4.1542, -2.5172, 4.0504], [-5.4655, -1.0551, 1.7075], [-6.0582, -2.4903, 2.6245], [-3.8387, -3.1054, -0.6167], [-4.0152, -1.3511, -0.0117], [-5.4212, -2.4221, -0.4638], [-3.5518, -0.3458, 2.3293], [-3.6085, 0.0600, 3.8318], [-1.3413, -4.8219, 3.8691], [-0.6767, -4.2075, 2.6356], [-0.6697, -5.1744, 1.3724], [-2.0573, -5.4714, 0.9832], [-2.3095, -6.3896, -0.0772], [-1.3584, -2.9691, 2.3180], [-1.4922, -4.0420, 4.6155], [-0.7379, -5.6161, 4.3086], [-2.3342, -5.2285, 3.6764], [0.3712, -4.1391, 2.9278], [0.0265, -5.9741, 1.6248], [-0.2826, -4.6531, 0.4969], [-2.0639, -6.0549, -1.0851], [-3.3778, -6.6010, -0.1228], [-1.8377, -7.3666, 0.0273], [-0.9426, -2.7532, 1.4232], [-2.2700, -3.3077, 2.0451], [3.8254, -0.6763, -2.3579], [5.3042, -0.5712, -2.2845], [5.9670, -1.5640, -3.3418], [7.3160, -1.1465, -3.5590], [7.9116, -1.9082, -4.6743], [5.4776, 0.8033, -2.7741], [3.2761, 0.0614, -1.7730], [3.3927, -1.6558, -2.1544], [3.4583, -0.4918, -3.3675], [5.6890, -0.8186, -1.2952], [5.3445, -1.4921, -4.2337], [6.0543, -2.5707, -2.9332], [8.3723, -2.8134, -4.2785], [8.7062, -1.4088, -5.2287], [7.1486, -2.2469, -5.3751], [6.4157, 1.1172, -2.9779], [4.9779, 0.8891, -3.6476], [1.9243, 3.5946, 3.9614], [1.9981, 3.4126, 2.4926], [3.4325, 3.3113, 1.9468], [3.3926, 3.3451, 0.4785], [4.6047, 2.7279, -0.0059], [1.2015, 2.2408, 2.1880], [0.9465, 3.8565, 4.3657], [2.5905, 4.4220, 4.2054], [2.2065, 2.7481, 4.5874], [1.5371, 4.3466, 2.1717], [3.8921, 2.3932, 2.3127], [4.0024, 4.2030, 2.2082], [4.5705, 1.6464, 0.1251], [5.5193, 3.0783, 0.4724], [4.7626, 2.7968, -1.0822], [1.6952, 1.5444, 2.7278], [1.5370, 1.9244, 1.2894]], "s_squared": 2.1519, "molar_mass_g_mol": 758.84, "e_homo_ev": [-12.696, -12.697], "largest_force_ha_per_bohr": 0.112, "multiplicity": 3, "total_charge": 2, "orbital_gap_ev": [4.10, 4.73]}



Record 2
{"formula": "C27H29N2O2", "method": "ωB97M-V/def2-TZVPD", "species": ["C", "O", "C", "C", "C", "C", "C", "C", "C", "C", "C", "O", "C", "C", "C", "C", "C", "C", "H", "H", "H", "H", "H", "H", "H", "H", "H", "H", "H", "H", "H", "H", "H", "C", "C", "C", "C", "N", "C", "C", "C", "C", "C", "C", "N", "C", "H", "H", "H", "H", "H", "H", "H", "H", "H", "H", "H", "H", "H", "H"], "coordinates": [[-2.8788, -0.9398, 6.9022], [-1.8717, -0.1860, 6.1882], [-1.6931, -0.4383, 4.8683], [-0.6778, 0.3030, 4.2045], [-0.3954, 0.0423, 2.8881], [-0.9961, -1.0634, 2.2054], [-0.5070, -1.5132, 0.9577], [-0.5877, -2.8299, 0.4425], [-0.2121, -3.0183, -0.9218], [-0.1411, -4.2824, -1.4579], [-0.5378, -5.4052, -0.6836], [-0.5659, -6.5701, -1.3823], [-0.1841, -6.2416, -2.7770], [0.2404, -4.7704, -2.8161], [-0.9303, -5.2622, 0.6593], [-0.9224, -4.0026, 1.2114], [-2.0839, -1.7142, 2.8576], [-2.4582, -1.3889, 4.1447], [-2.8417, -0.5162, 7.9052], [-3.8780, -0.8059, 6.4632], [-2.6226, -2.0094, 6.9271], [-0.1566, 1.0690, 4.7765], [0.3170, 0.6603, 2.3439], [0.0520, -0.8173, 0.3533], [0.0142, -2.1505, -1.5399], [0.6206, -6.9253, -3.0696], [-1.0644, -6.4188, -3.4118], [-0.2590, -4.2154, -3.6148], [1.3223, -4.6909, -2.9860], [-1.2201, -6.1474, 1.2181], [-1.1806, -3.8810, 2.2595], [-2.6354, -2.4907, 2.3282], [-3.3075, -1.8941, 4.6092], [0.3772, 5.7590, -1.2052], [-0.6611, 4.6798, -0.8859], [-0.1313, 3.2914, -1.0160], [0.9987, 3.0307, -1.8303], [1.7080, 4.0519, -2.3942], [1.2202, 5.4129, -2.4196], [2.8290, 3.8219, -3.2786], [3.5751, 2.5473, -2.9374], [2.6230, 1.3600, -2.8067], [1.4314, 1.6901, -1.9739], [0.7535, 0.6975, -1.2640], [-0.2623, 0.9619, -0.4334], [-0.7019, 2.2164, -0.3173], [-0.1323, 6.7061, -1.3937], [1.0352, 5.8972, -0.3398], [-1.0332, 4.8194, 0.1363], [-1.5267, 4.8070, -1.5581], [0.6410, 5.5928, -3.3423], [2.1032, 6.0640, -2.4592], [2.4814, 3.7921, -4.3268], [3.4951, 4.6888, -3.1770], [4.3133, 2.3474, -3.7148], [4.1121, 2.6914, -1.9924], [2.3037, 1.0311, -3.8091], [3.1518, 0.5185, -2.3460], [1.0714, -0.3481, -1.3426], [-1.5326, 2.3865, 0.3747]], "molar_mass_g_mol": 413.54, "e_homo_ev": -10.041, "largest_force_ha_per_bohr": 0.033, "relative_energy_kcal_mol": 2.4, "total_charge": 1, "orbital_gap_ev": 5.54}



Record 3
{"formula": "C5H11O2", "method": "ωB97M-V/def2-TZVPD", "species": ["C", "C", "C", "O", "O", "H", "H", "H", "H", "H", "C", "C", "H", "H", "H", "H", "H", "H"], "coordinates": [[1.1462, -0.0671, -2.1961], [1.4409, -0.6782, -0.8395], [-0.3615, -0.1991, -2.6613], [-0.9422, 0.6866, -3.3002], [-0.8547, -1.3253, -2.3515], [1.5380, 0.9536, -2.2984], [1.6406, -0.6025, -3.0354], [1.3501, 0.1979, -0.1065], [2.5057, -0.9238, -0.6934], [0.8719, -1.5548, -0.5684], [-1.7217, 0.1754, 2.2005], [-0.3207, 0.7454, 2.3914], [-2.2107, 0.4459, 1.2642], [-1.6125, -0.9424, 2.0814], [-2.4748, 0.4664, 2.9052], [-0.3682, 1.7622, 2.7232], [0.1454, 0.6980, 1.3817], [0.2282, 0.1620, 3.1030]], "molar_mass_g_mol": 103.14, "e_homo_ev": -3.740, "largest_force_ha_per_bohr": 0.050, "relative_energy_kcal_mol": 15.8, "total_charge": -1, "orbital_gap_ev": 7.44}



Record 4
{"formula": "C23H19N8O4PtSSe", "method": "ωB97M-V/def2-TZVPD", "species": ["Pt", "N", "C", "C", "C", "C", "C", "C", "S", "O", "O", "N", "C", "N", "C", "C", "C", "N", "H", "H", "H", "H", "H", "H", "H", "H", "H", "Se", "C", "N", "O", "C", "O", "H", "C", "C", "N", "C", "C", "C", "C", "C", "C", "C", "C", "N", "C", "N", "H", "H", "H", "H", "H", "H", "H", "H", "H"], "coordinates": [[-0.4007, -1.5121, 0.7200], [5.3536, 1.6483, -3.4481], [4.8855, 1.0937, -2.2472], [5.5381, 0.0014, -1.6773], [5.0667, -0.5576, -0.5019], [3.9559, -0.0099, 0.1247], [3.3240, 1.1066, -0.4140], [3.7934, 1.6574, -1.5907], [3.2383, -0.8080, 1.5079], [4.2359, -1.6944, 2.0460], [2.6821, 0.2286, 2.3487], [1.9614, -1.5870, 0.9590], [1.9561, -2.5968, 0.0995], [2.9915, -3.1868, -0.5149], [2.6834, -4.1713, -1.3463], [1.3875, -4.6132, -1.6083], [0.3672, -3.9434, -0.9630], [0.6421, -2.9669, -0.1244], [5.8357, 0.9960, -4.0460], [4.6606, 2.1770, -3.9541], [6.4067, -0.4206, -2.1714], [5.5501, -1.4173, -0.0563], [2.4487, 1.5160, 0.0700], [3.2902, 2.5164, -2.0200], [3.5240, -4.6405, -1.8495], [1.1825, -5.4255, -2.2876], [-0.6809, -4.1826, -1.0952], [-0.5657, -3.3163, 3.0741], [-1.9041, -3.0026, 1.8247], [-2.8308, -2.8730, 1.1241], [0.2116, 1.0842, -0.9565], [-0.4146, 0.3033, -1.6641], [-0.9413, -0.8168, -1.3448], [-0.6490, 0.6093, -2.7035], [-1.4313, 0.8687, 3.9154], [-0.6674, 0.3437, 2.8978], [-1.2073, 0.0332, 1.7057], [-2.4956, 0.2859, 1.4838], [-3.3211, 0.8432, 2.4457], [-2.7812, 1.0891, 3.6938], [-4.7556, 1.0637, 2.1647], [-5.3127, 1.6355, 1.1049], [-4.6582, 2.3349, -0.0241], [-5.4204, 2.6979, -1.1254], [-4.7801, 3.3695, -2.1483], [-3.4844, 3.6715, -2.1066], [-2.8441, 3.2809, -1.0035], [-3.3628, 2.6413, 0.0399], [-0.9734, 1.0770, 4.8709], [0.3989, 0.1671, 2.9857], [-2.8622, 0.0150, 0.5038], [-3.4125, 1.4645, 4.4918], [-5.4356, 0.6653, 2.9131], [-6.3963, 1.6217, 1.0484], [-6.4733, 2.4563, -1.1839], [-5.3240, 3.6755, -3.0360], [-1.7851, 3.5034, -0.9512]], "molar_mass_g_mol": 777.56, "e_homo_ev": [-4.053, -4.054], "largest_force_ha_per_bohr": 0.023, "relative_energy_kcal_mol": 38.7, "total_charge": -1, "orbital_gap_ev": [5.86, 5.86]}